A cluster of 18 separate species, C66H78F6N12O18 in total, computed with ωB97M-V/def2-TZVPD.

Structure (XYZ):
```
180
Properties=species:S:1:pos:R:3:lowdin_charge:R:1
C -20.12740 -2.24570 -19.11239 -0.0580
C -19.93395 -3.73570 -19.06733 -0.3603
O -18.66380 -3.85794 -19.73546 0.1379
C -18.22521 -2.74030 -20.28113 -0.5488
O -17.11373 -2.57728 -20.76091 0.1449
O -19.20453 -1.84939 -20.09030 0.0822
F -20.83562 -4.31549 -19.72724 0.1511
H -19.91510 -1.79075 -18.14489 0.1320
H -21.13049 -1.89285 -19.35202 0.1344
H -19.83396 -4.30993 -18.14626 0.1685
C -24.80425 -8.61207 -12.41794 -0.0525
C -24.04853 -7.25702 -12.18009 -0.3083
O -23.28849 -7.20132 -13.35392 0.1334
C -23.06581 -8.43687 -13.83130 -0.5254
O -22.05970 -8.86774 -14.35602 0.1518
O -24.05403 -9.24470 -13.40217 0.0605
F -23.39190 -7.35612 -11.03052 0.0902
H -25.85312 -8.63189 -12.71384 0.1269
H -24.59671 -9.30575 -11.60318 0.1419
H -24.72281 -6.41545 -12.02131 0.1536
C -19.23246 3.86076 -18.17757 -0.0489
C -20.51070 3.18853 -18.48249 -0.3321
O -20.53153 2.07742 -17.57465 0.1168
C -19.23782 1.73280 -17.27748 -0.5257
O -18.81809 0.67350 -16.91830 0.1649
O -18.49106 2.80891 -17.57308 0.0823
F -20.58828 2.82765 -19.76950 0.0825
H -19.39044 4.69449 -17.49344 0.1296
H -18.68471 4.23360 -19.04305 0.1517
H -21.39509 3.80405 -18.31800 0.1432
C -24.17857 -0.72141 -14.07415 -0.1110
C -23.12839 -1.32685 -13.29825 -0.2984
O -23.73175 -2.64680 -12.90870 0.1353
C -25.05268 -2.52872 -13.02496 -0.5116
O -25.84688 -3.33754 -12.57265 0.1122
O -25.35844 -1.36391 -13.69836 0.0845
F -22.79544 -0.73035 -12.17801 0.1130
H -23.94976 -0.73959 -15.13971 0.1281
H -24.20062 0.36296 -13.96564 0.1516
H -22.24531 -1.40232 -13.93275 0.1483
C -25.11860 -0.64666 -19.54506 -0.0279
C -24.17353 -0.53572 -18.40364 -0.3315
O -24.87921 -0.02145 -17.27832 0.1124
C -26.21005 -0.20391 -17.51589 -0.4833
O -27.05500 -0.10493 -16.64851 0.1380
O -26.39726 -0.64737 -18.81970 0.0473
F -23.28497 0.36802 -18.80400 0.0784
H -25.09543 -1.63479 -20.00458 0.1110
H -25.17302 0.02628 -20.40080 0.1471
H -23.72985 -1.52365 -18.28018 0.1644
C -18.27232 -3.21631 -10.52071 -0.0941
C -17.05791 -2.89426 -11.35968 -0.3657
O -16.12346 -2.59309 -10.35818 0.1480
C -16.49950 -3.06741 -9.14580 -0.4648
O -15.80566 -3.24119 -8.10085 0.0988
O -17.72922 -3.55294 -9.31019 0.0670
F -17.41484 -1.89765 -12.09473 0.1166
H -18.99880 -3.88145 -10.98755 0.1414
H -18.89984 -2.35371 -10.29657 0.1448
H -16.73142 -3.68943 -12.02991 0.1769
N -24.31328 3.55454 -18.85615 0.0326
C -24.02238 4.35260 -19.88546 -0.1386
C -25.10289 5.29259 -20.06143 -0.1079
C -26.10546 4.81192 -19.25962 -0.1302
C -25.58723 3.82366 -18.48533 -0.1489
H -23.77368 2.80101 -18.45474 0.1390
H -23.10228 4.23139 -20.43785 0.1104
H -25.07943 6.00632 -20.87164 0.0970
H -27.11973 5.18283 -19.26829 0.1050
H -26.13748 3.28045 -17.73132 0.1063
N -26.94222 5.64582 -15.50038 0.0249
C -27.85080 4.68367 -15.69370 -0.1790
C -27.43028 3.45411 -15.19117 -0.1093
C -26.23802 3.74435 -14.52626 -0.1328
C -25.87153 5.08612 -14.74108 -0.0997
H -26.98260 6.61509 -15.78143 0.1484
H -28.71274 4.91645 -16.30136 0.1079
H -27.89292 2.47828 -15.20205 0.0902
H -25.60612 3.08596 -13.94866 0.0744
H -25.05049 5.67038 -14.35256 0.0853
N -20.98078 -3.08391 -7.75670 -0.0022
C -21.36046 -4.11740 -8.53357 -0.1432
C -22.37340 -3.63299 -9.40322 -0.1014
C -22.51644 -2.24513 -9.13781 -0.1327
C -21.65587 -1.89704 -8.11143 -0.1054
H -20.20031 -3.19694 -7.12568 0.1459
H -20.80687 -5.03451 -8.67082 0.1105
H -22.74829 -4.19833 -10.24362 0.0809
H -23.03756 -1.49367 -9.71239 0.0784
H -21.33007 -0.98067 -7.64183 0.1006
N -30.62225 -0.50454 -12.64975 -0.0108
C -29.56290 0.13555 -12.34387 -0.2057
C -28.63020 -0.74343 -11.82861 -0.1087
C -29.15800 -2.04313 -11.95888 -0.0893
C -30.39036 -1.88326 -12.62762 -0.0982
H -31.47108 -0.07189 -12.98502 0.1553
H -29.53867 1.21352 -12.40542 0.1151
H -27.66972 -0.46724 -11.41924 0.0702
H -28.64017 -2.95526 -11.70144 0.0767
H -31.11228 -2.60998 -12.96983 0.0986
N -26.58168 -4.49606 -18.17075 0.0219
C -26.11094 -4.17927 -19.41366 -0.1147
C -24.69488 -4.39303 -19.36143 -0.1019
C -24.43453 -4.65926 -17.98716 -0.1300
C -25.61078 -4.63206 -17.27634 -0.1477
H -27.55692 -4.55950 -17.91586 0.1047
H -26.76732 -3.76534 -20.16483 0.1052
H -23.92127 -4.18314 -20.08523 0.0812
H -23.40065 -4.82043 -17.71971 0.0833
H -25.82568 -4.83030 -16.23666 0.1040
N -18.14162 -3.98920 -15.19224 0.0142
C -18.46121 -2.78743 -14.68102 -0.1513
C -19.71612 -2.89026 -14.16168 -0.1257
C -20.09427 -4.22190 -14.23957 -0.1066
C -19.10825 -4.86915 -14.93004 -0.1562
H -17.21613 -4.19421 -15.54086 0.1610
H -17.81652 -1.92222 -14.72775 0.1195
H -20.31616 -2.09996 -13.73533 0.0814
H -21.00109 -4.65342 -13.84223 0.0971
H -18.95676 -5.92886 -15.07310 0.1172
N -28.15999 -6.02438 -10.85237 0.0344
C -27.89855 -6.36685 -12.11376 -0.1758
C -28.66055 -7.45255 -12.48703 -0.1464
C -29.53094 -7.65284 -11.48974 -0.1384
C -29.24473 -6.76633 -10.44777 -0.1090
H -27.59724 -5.37580 -10.32062 0.1443
H -27.04695 -5.85076 -12.53188 0.0945
H -28.67049 -7.98875 -13.42447 0.1001
H -30.23132 -8.47435 -11.52125 0.0991
H -29.69238 -6.75255 -9.46502 0.0989
N -23.32192 6.24225 -17.56257 0.0634
C -23.05459 5.42732 -16.49645 -0.1628
C -21.78486 5.65427 -15.88552 -0.0895
C -21.36724 6.75133 -16.58634 -0.1530
C -22.28254 7.04077 -17.57001 -0.1846
H -24.05471 6.07175 -18.23640 0.1021
H -23.70203 4.56908 -16.39326 0.0829
H -21.29519 5.16693 -15.05539 0.0963
H -20.41989 7.24196 -16.41835 0.0978
H -22.18685 7.77331 -18.35779 0.1110
N -29.19816 -3.12345 -16.32261 -0.0005
C -28.43750 -3.77802 -15.44152 -0.1314
C -28.69923 -5.15131 -15.68061 -0.1229
C -29.62950 -5.27938 -16.73463 -0.1014
C -29.95270 -3.94359 -17.11388 -0.1214
H -29.24563 -2.11935 -16.22450 0.1489
H -27.62431 -3.42915 -14.82234 0.1076
H -28.23935 -5.97754 -15.15884 0.0779
H -30.17835 -6.11841 -17.13612 0.0894
H -30.64553 -3.55395 -17.84503 0.1019
N -26.32406 1.95542 -9.02895 0.0040
C -24.99498 1.81680 -9.44033 -0.1287
C -24.98176 1.78490 -10.79477 -0.1534
C -26.32571 1.81517 -11.23762 -0.1081
C -27.17726 1.99205 -10.09904 -0.0979
H -26.64323 1.85998 -8.07547 0.1465
H -24.16883 1.71866 -8.75166 0.1066
H -24.09621 1.60446 -11.38609 0.0856
H -26.75586 1.70472 -12.22207 0.0747
H -28.22476 2.12550 -9.87249 0.1099
N -27.32256 -4.38189 -6.08724 -0.0297
C -27.92311 -3.83085 -7.21667 -0.1130
C -26.87193 -3.22460 -7.97496 -0.1101
C -25.68534 -3.50339 -7.29529 -0.1240
C -25.93594 -4.25081 -6.11191 -0.0975
H -27.80080 -4.95281 -5.40502 0.1376
H -28.98499 -3.93562 -7.38346 0.0943
H -26.82033 -2.69150 -8.91279 0.0837
H -24.65963 -3.35637 -7.59976 0.0666
H -25.45497 -4.51935 -5.18296 0.0991
N -22.92322 4.35477 -11.40401 0.0073
C -22.45633 5.45848 -12.02269 -0.1425
C -21.16135 5.72193 -11.56780 -0.0920
C -20.90039 4.68983 -10.65530 -0.1167
C -22.00809 3.88713 -10.60570 -0.1879
H -23.87578 4.02501 -11.34093 0.1310
H -23.07617 5.98778 -12.73123 0.0934
H -20.48261 6.52990 -11.79779 0.0912
H -20.03459 4.48135 -10.04429 0.0913
H -22.30150 3.03572 -10.00954 0.1021
```

Results
Net charge: 0
LUMO in eV: 0.171
Max |F| in hartree/bohr: 0.11343
E in Eh: -5172.11229

***

A structure of composition C66H81Br4CuN12, computed with ωB97M-V/def2-TZVPD.

Structure (XYZ):
```
164
Properties=species:S:1:pos:R:3:lowdin_charge:R:1
Cu -0.45436 0.30679 -0.51397 -0.3846
C 4.57269 0.74863 -0.09163 0.0520
N 4.65840 -0.30253 1.03308 -0.0298
C 5.49799 -0.09630 2.05979 0.0404
C 5.77917 -1.16590 2.92883 0.0518
C 5.22394 -2.44080 2.72833 -0.1178
C 4.39842 -2.57647 1.62808 0.0109
C 4.08241 -1.52225 0.79477 0.0311
C 5.51951 -3.62072 3.65029 -0.0907
C 5.39763 -4.93710 3.16607 0.0604
C 5.52248 -6.01761 4.01912 0.0087
N 5.80884 -5.84106 5.27715 -0.0620
C 6.01199 -4.61037 5.80795 0.0412
C 5.89861 -3.47105 5.00476 0.0457
C 5.58332 -6.97232 6.20856 0.0622
H 5.36110 1.49109 0.03184 0.1083
H 3.60161 1.23739 -0.01286 0.0461
H 4.63667 0.27548 -1.07150 0.0978
H 5.97570 0.86502 2.17834 0.1594
H 6.42282 -0.99891 3.77984 0.1316
H 3.94427 -3.52207 1.37121 0.1138
H 3.42567 -1.49845 -0.06228 0.0890
H 5.13881 -5.12938 2.13533 0.1331
H 5.43640 -7.04690 3.70357 0.1730
H 6.34520 -4.40895 6.81533 0.1588
H 6.00903 -2.46613 5.38468 0.1120
H 5.72456 -6.64916 7.23993 0.1138
H 6.42717 -7.65453 6.10560 0.1330
H 4.61336 -7.45128 6.07483 0.1232
C 4.70345 -1.01967 8.70348 0.0645
N 3.85391 -1.50538 7.60497 -0.0804
C 3.16090 -2.63167 7.65160 0.0720
C 2.51748 -3.14627 6.45212 0.0900
C 2.62518 -2.39350 5.30480 -0.1694
C 3.33059 -1.15824 5.29322 0.0538
C 3.99043 -0.78968 6.48922 0.0019
C 2.01692 -2.72341 4.02290 -0.1257
C 1.38632 -1.73099 3.23601 0.0108
C 0.82078 -2.05724 2.03549 0.0044
N 0.88248 -3.36614 1.55952 -0.0646
C 1.36796 -4.40142 2.31289 0.0293
C 1.82966 -4.09774 3.60807 0.0612
C 0.36528 -3.69251 0.25305 -0.0352
H 5.58032 -0.50613 8.30917 0.1206
H 4.99682 -1.90832 9.26233 0.1186
H 4.12775 -0.40689 9.39716 0.1345
H 3.18025 -3.20993 8.56354 0.1641
H 1.89300 -4.02672 6.41711 0.1382
H 3.41901 -0.46404 4.47063 0.1244
H 4.45972 0.18303 6.48636 0.1595
H 1.20386 -0.75642 3.66416 0.0976
H 0.30435 -1.32752 1.42950 0.0419
H 1.29794 -5.41483 1.94614 0.1557
H 2.22971 -4.85690 4.26383 0.1180
H 0.37354 -2.75258 -0.29882 0.0319
H -0.58287 -4.22830 0.29815 0.0974
H 1.15479 -4.28057 -0.21491 0.1103
C 2.24963 5.68724 -11.03748 0.0773
N 1.96772 5.67080 -9.58897 -0.0780
C 0.81664 5.12141 -9.21673 0.0250
C 0.43177 5.06621 -7.87464 0.0689
C 1.36824 5.41825 -6.92388 -0.1428
C 2.54139 5.97656 -7.33457 0.0340
C 2.85255 6.06432 -8.65686 0.0501
C 1.36211 5.02629 -5.46981 -0.1220
C 1.54220 6.02002 -4.57001 0.0446
C 1.50601 5.70193 -3.16476 0.0769
N 1.28844 4.40451 -2.76873 -0.0923
C 1.08495 3.41336 -3.61282 -0.0656
C 1.09561 3.68947 -4.98658 0.0953
C 1.46270 4.02190 -1.35630 -0.0104
H 1.27425 5.71006 -11.52351 0.1194
H 2.82688 4.79914 -11.29468 0.1270
H 2.89645 6.56121 -11.11428 0.1209
H 0.04123 4.90209 -9.93577 0.1588
H -0.47064 4.52985 -7.62089 0.1391
H 3.28880 6.17611 -6.58094 0.1448
H 3.81952 6.25082 -9.10023 0.1666
H 1.93229 7.00961 -4.75693 0.1425
H 1.91099 6.36220 -2.41215 0.1484
H 1.04147 2.38451 -3.28727 0.0823
H 1.05500 2.92255 -5.74591 0.1321
H 1.15950 2.97927 -1.26091 0.0266
H 0.63484 4.52157 -0.85321 0.0956
H 2.48849 4.24616 -1.06380 0.1163
C 0.93523 -3.21577 -5.03332 0.0341
N -0.08513 -3.76230 -4.09277 -0.0847
C -0.17478 -5.06514 -4.00263 -0.0137
C -1.28679 -5.68799 -3.46122 0.0744
C -2.36817 -4.88075 -2.96604 -0.1125
C -2.19850 -3.49964 -3.05232 0.0426
C -0.98808 -2.94330 -3.55055 -0.0028
C -3.51477 -5.64121 -2.41634 -0.1427
C -4.19133 -6.53034 -3.23838 0.0339
C -5.23705 -7.31233 -2.85091 0.0655
N -5.67957 -7.18645 -1.55815 -0.0680
C -5.05273 -6.34815 -0.69987 0.0301
C -3.97010 -5.56547 -1.10244 0.0526
C -6.87544 -7.89081 -1.04972 0.0549
H 0.55160 -3.07817 -6.04426 0.1260
H 1.77001 -3.91662 -5.02745 0.1092
H 1.36384 -2.29924 -4.62788 0.0271
H 0.54648 -5.61132 -4.59243 0.1572
H -1.26344 -6.74730 -3.25212 0.1421
H -2.98154 -2.80800 -2.77864 0.0910
H -0.84446 -1.91031 -3.83110 0.1171
H -3.87943 -6.61697 -4.26873 0.1463
H -5.65811 -8.12215 -3.42822 0.1661
H -5.35790 -6.38960 0.33528 0.1565
H -3.45738 -4.91298 -0.41124 0.0972
H -6.65950 -8.48328 -0.16064 0.1242
H -7.33676 -8.53808 -1.79558 0.1192
H -7.55777 -7.04991 -0.92555 0.1231
C -3.16414 0.27697 3.33012 -0.0135
N -2.84586 1.69238 3.21745 -0.0655
C -2.47068 2.25925 2.00390 -0.0296
C -2.23640 3.64606 1.92446 0.0403
C -2.37113 4.47035 3.07516 -0.1328
C -2.73157 3.84680 4.21497 0.0357
C -2.95829 2.47031 4.31281 0.0467
C -2.21061 5.93291 3.03542 -0.1190
C -1.84425 6.71219 4.18212 0.0685
C -1.80398 8.07662 4.15352 0.0186
N -2.05569 8.71164 3.00805 -0.0683
C -2.37803 8.02578 1.87819 0.0679
C -2.45750 6.61077 1.88392 0.0449
C -2.01419 10.18751 2.92734 0.0642
H -4.13000 0.14659 2.84203 0.1032
H -3.19286 -0.13449 4.33907 0.1117
H -2.42771 -0.35791 2.83747 0.0369
H -2.29786 1.56998 1.19062 0.0669
H -2.02069 4.23857 1.04766 0.1022
H -3.03211 4.39821 5.09361 0.1410
H -3.29702 1.98466 5.21602 0.1547
H -1.56784 6.27498 5.13019 0.1363
H -1.70236 8.62049 5.08102 0.1672
H -2.55820 8.55604 0.95474 0.1554
H -2.80280 6.06609 1.01762 0.1277
H -2.17058 10.54788 3.94408 0.1186
H -2.69560 10.57996 2.17251 0.1218
H -0.99030 10.46081 2.67230 0.1234
C -4.61862 -0.51425 -4.75807 -0.0636
C -5.81006 -0.54812 -3.77566 -0.1488
N -5.83556 0.64684 -2.93819 -0.0523
C -6.53617 1.79791 -3.22040 0.0438
C -6.37380 2.64019 -2.09734 0.0143
N -5.77601 1.92569 -1.08913 -0.0888
C -5.44001 0.68806 -1.60118 0.0187
C -5.57439 2.34000 0.28852 0.0121
H -4.15856 -1.46279 -5.03501 0.0622
H -3.70268 -0.15923 -4.28576 0.0589
H -4.76204 0.02672 -5.69342 0.0863
H -5.65410 -1.42022 -3.14068 0.1143
H -6.74243 -0.75894 -4.29943 0.1399
H -7.02761 1.79578 -4.18211 0.1494
H -6.82918 3.60971 -1.95928 0.1406
H -5.02021 -0.13310 -1.03916 0.0919
H -5.84218 1.58562 1.02832 0.1079
H -6.18917 3.21965 0.47922 0.1089
H -4.55633 2.72708 0.33116 0.0643
Br -2.72470 -1.67804 0.20524 -0.2089
Br 1.51587 -0.65554 -2.29969 -0.1299
Br -1.93261 2.42720 -2.09422 -0.2935
Br 0.94847 1.55035 1.58902 -0.1380
```

Results
Net charge: +8
LUMO in eV: -16.434
Max |F| in hartree/bohr: 0.08913
E in Eh: -15153.92710